No. 1
Below is a 2-piece molecular cluster, C4H14OSi2 overall in a non-equilibrium geometry, with properties calculated with wB97M-V/def2-TZVPD.

```
21
Properties=species:S:1:pos:R:3:forces:R:3
C -2.7708 -1.0969 -0.1481 2.3 0.2 1.0
C 1.4877 -1.5032 0.5028 -0.9 -0.3 0.5
C 1.2162 0.6938 -1.7093 -0.2 -0.3 1.2
C 1.5057 1.3866 1.3535 -2.6 0.0 0.1
O -1.8300 1.5844 -0.7903 -1.2 1.5 -0.1
Si -1.5836 0.3749 0.2875 -4.5 -1.9 2.7
Si 0.6042 0.1811 0.0682 4.6 0.1 0.7
H -2.9351 -1.8387 0.6489 0.7 0.3 -0.2
H -3.7424 -0.8777 -0.4507 -1.5 1.0 -0.9
H -2.1810 -1.4798 -0.9594 -0.2 -1.0 -0.8
H 1.1712 -2.1425 -0.3824 0.9 0.1 1.4
H 2.5825 -1.4759 0.7648 -0.8 0.4 -1.3
H 1.1617 -1.9232 1.5015 -0.5 0.2 -1.3
H 0.5367 1.4219 -2.0568 -1.0 1.1 -0.4
H 2.1788 1.2254 -1.6596 -0.1 -0.7 0.0
H 1.1669 -0.0919 -2.4590 0.4 -0.2 0.1
H 2.0868 2.0947 0.8362 0.8 0.9 -0.8
H 0.8074 1.9975 2.0127 0.8 -1.0 -0.6
H 2.1705 0.7760 1.9315 0.2 -0.3 0.6
H -2.6653 2.1082 -0.8934 1.2 -1.0 0.3
H -2.4268 0.2249 2.2466 1.5 1.0 -2.3
```
Positions in Å, forces in eV/Å.

Energy = -22176.6692 eV
HOMO energy = -8.82 eV
LUMO energy = 0.0171 Eh
2S+1 = 1
Orbital gap = 9.28 eV
Strongest force on any atom = 0.108 Eh/bohr
Energy above the lowest of the compared OMol25 structures with the same formula, charge and spin = 318.7 kJ/mol

---

No. 2
Below is C12H47GaN18O9P as an isolated structure in a non-equilibrium geometry, with properties calculated with wB97M-V/def2-TZVPD.

```
88
Properties=species:S:1:pos:R:3:forces:R:3
C -5.0832 1.6675 -1.0068 0.1 0.0 0.0
Ga -3.5298 2.5625 -1.9635 0.1 -0.7 0.6
N -3.5568 2.2290 -3.8649 0.2 0.0 0.1
C -1.7499 1.9560 -1.0906 -0.5 0.1 -0.2
C -1.1507 0.7116 -1.7534 0.2 0.0 0.4
C 0.3917 0.6829 -1.7366 -0.9 -0.3 -0.9
N 0.9419 1.7608 -2.5807 0.2 -0.3 0.0
P -3.5396 4.9484 -1.6739 0.0 -0.1 -1.4
O -3.8634 5.7101 -2.9439 -0.2 0.3 0.1
H -5.8693 2.3946 -0.7683 -0.1 -0.2 -0.1
H -4.7089 1.2731 -0.0568 0.0 0.1 -0.2
H -5.5177 0.8255 -1.5636 0.0 0.2 0.0
H -3.7329 1.2407 -4.0298 0.0 0.0 0.0
H -2.6327 2.4018 -4.2559 -0.1 0.0 -0.1
H -2.0114 1.7614 -0.0401 0.2 0.1 -0.2
H -1.0578 2.8047 -1.1307 0.0 0.0 0.1
H -1.4423 0.6305 -2.8131 0.0 0.0 0.1
H -1.5497 -0.1883 -1.2633 0.1 0.0 -0.1
H 0.7599 0.7618 -0.7102 -0.1 -0.7 -1.2
H 0.7054 -0.2640 -2.1938 0.2 0.1 0.4
H 0.4570 1.7520 -3.4721 -0.3 0.2 0.2
H 0.7845 2.6675 -2.1537 -0.6 0.1 -0.1
H -2.2292 5.3705 -1.2881 -0.2 0.0 0.7
H -4.3835 5.3575 -0.5928 0.4 0.1 0.3
C -3.5739 1.1888 2.9956 0.6 0.1 0.2
O -3.4529 1.3552 1.7989 -0.3 -0.1 -0.1
N -4.7699 0.8604 3.5875 -0.1 0.0 0.0
N -2.4880 1.3195 3.8108 -0.1 -0.1 0.1
H -4.8788 0.7192 4.5727 0.0 0.0 0.0
H -5.5639 0.7662 2.9814 0.0 0.0 0.0
H -1.6193 1.5562 3.3516 0.2 0.1 0.2
H -2.4828 1.2034 4.8055 -0.2 0.0 0.0
C 1.8102 -1.3624 -5.9867 -0.1 0.1 0.0
O 1.8587 -2.5535 -6.2635 0.0 0.0 0.0
N 1.6719 -0.8899 -4.7257 0.2 -0.2 0.1
N 1.8920 -0.4001 -6.9668 0.1 0.0 -0.1
H 1.6312 0.0861 -4.4902 0.0 0.0 0.0
H 1.6008 -1.5728 -3.9862 -0.2 -0.1 0.1
H 1.9861 -0.7149 -7.9130 0.0 0.0 0.0
H 1.8463 0.5824 -6.7756 -0.1 0.0 0.0
C 0.3160 -4.0992 -2.4532 -0.1 -0.2 -0.1
O 0.5896 -2.9218 -2.6188 0.2 0.3 0.0
N 0.2370 -4.6715 -1.2239 0.0 0.2 -0.3
N 0.0678 -4.9210 -3.5229 0.0 0.0 0.0
H 0.0169 -5.6355 -1.0704 0.0 0.0 0.1
H 0.4125 -4.0974 -0.4203 0.0 -0.1 0.1
H 0.1385 -4.5106 -4.4375 0.1 0.0 0.0
H -0.1601 -5.8918 -3.4321 0.0 0.0 0.0
C 1.1262 2.0470 2.3299 0.0 -0.1 -1.0
O 0.3573 2.0918 3.2842 -0.1 0.1 0.6
N 0.6971 1.6676 1.0926 0.3 0.1 1.0
N 2.4465 2.3802 2.3983 -0.2 -0.1 0.1
H 1.2995 1.6146 0.2923 0.2 0.5 0.6
H -0.2771 1.4409 0.9739 0.0 0.2 -0.1
H 2.8105 2.6793 3.2821 0.0 0.0 0.0
H 3.0427 2.3314 1.5853 0.1 0.1 0.0
C -0.0440 -5.7099 2.5603 0.0 0.1 0.1
O 0.3714 -5.3222 1.4780 0.0 -0.1 0.0
N -1.2100 -6.4142 2.6813 0.0 -0.1 0.0
N 0.6115 -5.4710 3.7257 0.0 0.2 0.0
H -1.5625 -6.7416 3.5605 0.0 0.0 0.0
H -1.7286 -6.5964 1.8431 0.0 0.0 0.0
H 1.4702 -4.9578 3.6572 0.0 0.0 -0.1
H 0.3074 -5.8013 4.6252 0.1 -0.2 0.0
C 0.6900 5.9082 -0.1725 -0.1 0.1 0.2
O 0.7003 4.7554 -0.5585 0.2 -0.2 -0.2
N 0.6737 6.2313 1.1600 0.1 -0.1 -0.1
N 0.6918 6.9697 -1.0353 0.2 0.0 -0.1
H 0.6618 7.1728 1.5014 -0.1 0.0 0.0
H 0.6360 5.4692 1.8132 0.0 0.0 0.0
H 0.6684 6.7591 -2.0162 -0.1 0.0 0.0
H 0.6754 7.9259 -0.7380 -0.1 0.0 0.0
C 1.5900 -7.0465 7.1152 0.1 0.0 0.1
O 0.8704 -7.1841 6.1396 -0.1 0.1 0.0
N 1.6768 -7.9996 8.0891 0.0 0.0 0.0
N 2.3622 -5.9372 7.3077 0.0 0.0 0.0
H 2.2615 -7.9132 8.8981 0.0 0.0 0.0
H 1.1211 -8.8262 7.9717 0.0 0.0 0.0
H 2.3232 -5.2173 6.6104 0.0 0.0 0.0
H 2.9584 -5.8096 8.1029 0.0 0.0 0.0
C 4.4528 2.4884 -1.2244 -0.5 0.2 -0.6
O 4.2774 2.3264 -0.0236 0.0 -0.1 0.3
N 5.6975 2.3964 -1.7819 0.3 0.0 0.0
N 3.4398 2.7619 -2.0866 0.9 0.4 0.7
H 5.8734 2.5177 -2.7606 0.0 0.0 0.0
H 6.4619 2.1897 -1.1671 0.0 0.0 0.0
H 2.5109 2.8386 -1.7118 0.2 -0.1 -0.2
H 3.5717 2.8842 -3.0725 -0.1 -0.2 0.1
```
Positions in Å, forces in eV/Å.

Energy = -120130.5243 eV
HOMO energy = -3.67 eV
LUMO energy = 0.0504 Eh
2S+1 = 1
Orbital gap = 5.05 eV
Charge = -1
Strongest force on any atom = 0.027 Eh/bohr

---

No. 3
Below is an isolated ion of composition C2H4NO2 and charge +1 in a non-equilibrium geometry, with properties calculated with wB97M-V/def2-TZVPD.

```
9
Properties=species:S:1:pos:R:3:forces:R:3
C 0.2623 1.0300 -0.0329 -0.6 0.7 0.5
C 1.7954 0.6878 0.0246 -2.2 0.9 -0.1
N -0.5694 -0.4194 -0.0218 4.1 -1.3 -4.0
O -0.2685 2.0837 -0.0177 0.4 -2.1 -0.1
O 2.0583 -0.4576 0.0309 1.2 -1.1 0.1
H 2.3621 1.6092 0.0760 0.9 0.0 0.0
H -1.3379 -0.3906 0.6013 -1.3 -0.2 0.5
H 0.2118 -1.2364 0.1757 -2.3 2.5 -0.1
H -0.7802 -0.5918 -1.1174 -0.2 0.5 3.3
```
Positions in Å, forces in eV/Å.

Energy = -7714.8323 eV
HOMO energy = -16.21 eV
LUMO energy = -0.2288 Eh
2S+1 = 1
SMILES string = [NH3+]C(=O)C=O
Orbital gap = 9.98 eV
Charge = +1
Strongest force on any atom = 0.115 Eh/bohr
Energy above the lowest of the compared OMol25 structures with the same formula, charge and spin = 108.4 kJ/mol

---

No. 4
Below is C21H18N5O2PtSe as an isolated structure, with properties calculated with wB97M-V/def2-TZVPD.

```
48
Properties=species:S:1:pos:R:3:forces:R:3
Pt -0.2820 0.3832 -2.4562 0.1 0.0 -0.2
O 3.9053 3.1944 2.2049 0.0 0.1 -0.1
C 4.1562 2.1201 1.6401 0.0 -0.1 0.4
O 5.0270 1.2557 1.8131 0.1 0.0 -0.1
C 3.1199 1.7392 0.5604 -0.2 0.0 -0.3
C 3.2312 0.5297 -0.1206 0.1 -0.1 0.1
C 2.2280 0.1735 -1.0023 0.2 -0.6 -0.2
N 1.1994 0.9816 -1.1809 0.1 0.1 -0.2
C 1.0790 2.1607 -0.5998 -0.5 0.5 0.0
C 2.0443 2.5827 0.2951 -0.1 0.1 0.1
C -0.1779 2.8783 -1.0064 0.3 -0.2 0.1
C -0.5159 4.1088 -0.4852 -0.1 0.2 0.0
C -1.7058 4.7133 -0.8678 0.1 0.1 0.1
C -2.5314 4.0636 -1.7621 -0.1 -0.1 -0.1
C -2.1381 2.8318 -2.2577 0.1 0.1 0.0
N -0.9912 2.2473 -1.8988 -0.2 0.0 0.1
C 2.1163 -1.0892 -1.8103 0.0 0.3 0.2
C 3.0661 -2.0856 -1.7405 0.1 -0.1 -0.1
C 2.8979 -3.2478 -2.4810 0.1 0.1 0.1
C 1.7749 -3.3838 -3.2708 -0.2 0.0 -0.1
C 0.8566 -2.3478 -3.3068 0.1 0.1 0.0
N 1.0156 -1.2237 -2.6018 -0.1 -0.2 0.1
H 4.0967 -0.0827 0.1031 0.0 0.0 0.0
H 2.0120 3.5227 0.8328 0.0 0.0 0.0
H 0.1538 4.5909 0.2128 0.0 0.0 0.0
H -1.9766 5.6825 -0.4704 0.0 0.0 0.0
H -3.4676 4.4958 -2.0847 0.0 0.0 0.0
H -2.7356 2.2898 -2.9756 0.0 0.0 0.0
H 3.9345 -1.9470 -1.1122 0.0 0.0 0.0
H 3.6416 -4.0325 -2.4391 0.0 0.0 0.0
H 1.6025 -4.2721 -3.8610 0.0 0.0 0.0
H -0.0286 -2.3926 -3.9238 0.0 0.0 0.0
C -4.1072 -2.7064 0.8408 0.1 0.0 0.1
N -3.1547 -2.3468 1.8979 -0.1 0.0 -0.3
C -3.2575 -2.7299 3.1940 0.1 0.0 0.2
C -2.1851 -2.1966 3.8555 -0.2 -0.1 0.0
N -1.4601 -1.5044 2.9458 0.3 0.2 -0.1
C -0.2189 -0.7747 3.2491 -0.1 -0.1 -0.1
C -2.0467 -1.5855 1.7261 0.1 0.0 0.1
Se -1.4297 -0.7976 0.1401 -0.2 -0.1 0.2
H -4.8827 -3.3193 1.2892 0.0 0.0 0.0
H -3.5970 -3.2649 0.0617 0.0 0.0 0.0
H -4.5436 -1.8063 0.4184 0.0 0.0 0.0
H -4.0652 -3.3417 3.5560 0.0 0.0 0.0
H -1.9019 -2.2662 4.8913 0.0 0.0 0.0
H -0.0121 -0.9002 4.3071 0.0 0.0 0.0
H -0.3456 0.2792 3.0191 0.0 0.0 0.0
H 0.6000 -1.1794 2.6615 0.0 0.0 0.0
```
Positions in Å, forces in eV/Å.

Energy = -102200.1383 eV
HOMO energy (alpha / beta) = -9.96 / -9.96 eV
LUMO energy (alpha / beta) = -0.1271 / -0.2386 Eh
2S+1 = 3
Orbital gap (alpha / beta) = 6.50 / 3.47 eV
Charge = +1
Strongest force on any atom = 0.013 Eh/bohr
Energy above the lowest of the compared OMol25 structures with the same formula, charge and spin = 58.9 kJ/mol

---

No. 5
Below is C6H9N as an isolated structure, with properties calculated with wB97M-V/def2-TZVPD.

```
16
Properties=species:S:1:pos:R:3:forces:R:3
C 1.8948 0.4458 0.1060 0.1 0.1 0.0
N 0.9439 -0.5343 -0.3775 0.0 0.0 0.1
C -0.0077 -1.1701 0.5129 0.0 -0.3 0.2
C -1.2212 -0.2148 0.7777 0.0 0.2 0.2
C -1.0398 0.8491 -0.3003 0.0 0.1 0.0
C -0.2470 -0.1538 -1.1595 0.0 0.2 -0.5
C -0.9242 -1.4894 -0.6300 0.1 0.0 -0.1
H 1.4637 1.2505 0.7209 0.0 -0.1 -0.1
H 2.4069 0.8984 -0.7497 -0.1 0.0 0.1
H 2.6490 -0.0734 0.7053 -0.1 0.1 -0.1
H 0.3124 -1.8460 1.3064 -0.1 0.1 -0.1
H -1.5559 -0.0526 1.8014 0.1 0.0 -0.1
H -0.5021 1.7606 -0.0183 0.0 -0.2 0.0
H -1.9894 1.1283 -0.7642 0.1 -0.1 0.0
H -0.1130 0.0424 -2.2248 0.0 0.0 0.1
H -2.0704 -0.8408 0.2936 -0.1 0.0 0.1
```
Positions in Å, forces in eV/Å.

Energy = -7852.4804 eV
HOMO energy = -8.44 eV
LUMO energy = 0.0301 Eh
2S+1 = 1
Orbital gap = 9.26 eV
Strongest force on any atom = 0.010 Eh/bohr
Energy above the lowest of the compared OMol25 structures with the same formula, charge and spin = 548.0 kJ/mol